[1]
275
Properties=species:S:1:pos:R:3 method="wB97M-V/def2-TZVPD" energy_ha=-5298.5393 largest_force_ha_per_bohr=0.0606 lumo_ev=0.1 charge=0 homo_lumo_gap_ev=8.0 homo_energy_ev=-7.9
C 29.3822 10.2692 -34.3510
C 28.9362 8.8117 -34.2428
C 28.9121 8.3884 -32.7821
C 27.4530 8.6904 -34.6565
C 27.2346 8.5497 -36.1770
C 27.9896 7.3001 -36.6601
C 29.4920 7.4188 -36.3145
C 30.0277 5.9946 -36.5249
C 30.2230 8.2904 -37.3576
N 29.7688 7.8532 -34.9682
O 31.0909 7.8419 -34.5668
H 29.3831 10.5498 -35.4113
H 28.7951 11.0221 -33.8288
H 30.4293 10.3965 -34.0605
H 29.9488 8.1741 -32.4920
H 28.6931 9.1988 -32.0792
H 28.2732 7.5604 -32.4823
H 26.9970 7.7874 -34.2418
H 26.8297 9.5296 -34.3438
H 26.1538 8.5406 -36.3262
H 27.6371 9.4440 -36.6608
H 27.9136 7.3321 -37.7489
H 27.4973 6.3974 -36.3009
H 31.1079 5.9365 -36.3820
H 29.7879 5.6613 -37.5343
H 29.5694 5.3129 -35.8063
H 31.1924 8.6534 -36.9955
H 29.7687 9.2518 -37.6271
H 30.4583 7.8228 -38.3153
H 31.6048 8.4804 -35.0904
C 21.9364 9.8839 -31.4710
C 22.5017 8.4580 -31.6102
C 23.3189 8.1955 -30.3407
C 21.3097 7.4904 -31.6757
C 21.7363 6.0506 -31.9574
C 22.6085 5.9660 -33.1972
C 23.7340 7.0151 -33.2502
C 24.9197 6.4509 -32.4137
C 24.1571 7.1441 -34.7419
N 23.2861 8.3603 -32.8576
O 24.3291 9.2991 -32.8529
H 22.6850 10.6425 -31.2447
H 21.2778 10.2129 -32.2805
H 21.2240 9.8907 -30.6366
H 23.5599 7.1445 -30.1967
H 24.2239 8.8041 -30.3234
H 22.7372 8.5312 -29.4769
H 20.8401 7.4173 -30.6956
H 20.6106 7.8344 -32.4400
H 22.1764 5.5932 -31.0647
H 20.8930 5.3769 -32.1459
H 21.9289 6.1148 -34.0402
H 23.0668 4.9754 -33.2207
H 25.5119 5.7491 -33.0139
H 24.5181 5.8567 -31.5941
H 25.6838 7.1629 -32.0987
H 24.9182 7.9271 -34.7947
H 23.3512 7.4726 -35.3982
H 24.6020 6.2102 -35.0870
H 24.1185 9.8215 -33.6368
C 28.8047 6.4590 -27.5224
C 29.1470 7.8476 -28.0897
C 30.5863 7.8052 -28.6118
C 28.2720 8.1292 -29.3198
C 26.8808 8.6147 -28.9706
C 26.8609 9.7266 -27.9566
C 27.6859 9.4056 -26.6843
C 27.9245 10.7394 -25.9700
C 26.8056 8.5169 -25.7740
N 29.0103 8.9060 -27.0813
O 29.8561 8.6877 -25.9699
H 27.8593 6.4531 -26.9796
H 28.7910 5.7331 -28.3358
H 29.5666 6.1439 -26.8059
H 30.7852 8.6977 -29.2078
H 31.3257 7.7790 -27.8098
H 30.7760 6.9380 -29.2459
H 28.8427 8.7888 -29.9774
H 28.2176 7.2399 -29.9555
H 26.2074 8.8084 -29.8072
H 26.3886 7.7567 -28.4892
H 25.7971 9.7830 -27.7034
H 27.1386 10.6876 -28.3971
H 27.0070 11.3295 -25.9010
H 28.6350 11.3527 -26.5306
H 28.2637 10.6389 -24.9369
H 26.1776 9.1652 -25.1684
H 27.4054 7.9276 -25.0773
H 26.2076 7.8586 -26.3986
H 30.2693 9.5524 -25.8652
C 21.6071 10.6398 -34.8500
C 20.6811 9.5745 -35.4491
C 21.1545 9.3587 -36.9068
C 20.7480 8.3501 -34.5276
C 19.6146 7.3234 -34.7543
C 18.3108 8.0244 -34.4857
C 18.1055 9.2414 -35.3914
C 17.7161 8.7657 -36.8118
C 16.8968 10.0018 -34.8548
N 19.2992 10.0749 -35.4064
O 19.1256 11.2727 -36.1398
H 22.6139 10.2474 -34.6908
H 21.6147 11.5613 -35.4305
H 21.2760 10.9181 -33.8429
H 20.8149 10.1495 -37.5700
H 22.2500 9.3674 -36.9172
H 20.9360 8.3676 -37.3162
H 21.6519 7.7589 -34.7060
H 20.7801 8.7195 -33.5036
H 19.6636 6.8735 -35.7439
H 19.7564 6.5352 -34.0083
H 18.1066 8.3418 -33.4574
H 17.4650 7.3430 -34.6381
H 16.9671 7.9782 -36.7408
H 18.6270 8.4567 -37.3283
H 17.3125 9.5910 -37.3995
H 16.5998 10.8573 -35.4597
H 17.1477 10.3139 -33.8360
H 16.0012 9.3807 -34.7838
H 19.3378 11.9258 -35.4601
C 19.4486 6.9997 -39.2548
C 20.5597 5.9589 -39.4539
C 20.6846 5.6341 -40.9527
C 21.8903 6.5890 -39.0449
C 22.0856 6.6783 -37.5218
C 21.9507 5.2928 -36.8977
C 20.6875 4.4957 -37.2920
C 21.0623 3.0145 -37.1155
C 19.5364 4.8894 -36.3187
N 20.3376 4.7573 -38.6821
O 19.2113 4.0080 -39.0744
H 19.5023 7.5400 -38.3118
H 19.4803 7.7275 -40.0700
H 18.4563 6.5544 -39.3780
H 21.2447 6.4136 -41.4765
H 21.3168 4.7570 -41.0975
H 19.7244 5.5325 -41.4573
H 22.8091 6.1724 -39.4664
H 21.9068 7.6350 -39.3714
H 23.0135 7.2381 -37.3877
H 21.3224 7.3875 -37.1800
H 21.8857 5.5530 -35.8374
H 22.8606 4.7462 -37.1450
H 21.8386 2.6181 -37.7663
H 20.1627 2.4104 -37.2732
H 21.2758 2.7950 -36.0673
H 18.6692 4.2482 -36.4684
H 19.2532 5.9143 -36.5708
H 19.8842 4.8635 -35.2868
H 18.4591 4.6143 -38.9692
C 25.0320 2.9357 -35.5951
C 24.5259 1.6557 -34.9217
C 25.6844 0.9957 -34.1313
C 23.4315 2.1254 -33.9142
C 22.5280 1.0109 -33.3734
C 22.0159 0.2056 -34.5377
C 23.0983 -0.4291 -35.4529
C 23.9136 -1.4984 -34.7401
C 22.3222 -1.0140 -36.6402
N 23.9140 0.7325 -35.8767
O 24.6658 0.4842 -37.0416
H 24.1691 3.5489 -35.8558
H 25.6709 3.5036 -34.9169
H 25.6293 2.7785 -36.4948
H 26.4724 0.6917 -34.8205
H 26.0303 1.7295 -33.3927
H 25.4576 0.1457 -33.4933
H 23.8967 2.6764 -33.0912
H 22.7780 2.8359 -34.4271
H 23.0631 0.3845 -32.6516
H 21.7801 1.5052 -32.7484
H 21.2794 0.8102 -35.0642
H 21.5075 -0.6873 -34.1538
H 23.4098 -2.4721 -34.7747
H 24.0824 -1.3296 -33.6797
H 24.8553 -1.7389 -35.2369
H 23.0384 -1.2581 -37.4314
H 21.6569 -0.3153 -37.1488
H 21.8051 -1.9413 -36.4025
H 24.3920 1.1786 -37.6514
C 22.7922 15.8764 -33.8409
C 24.2017 15.6612 -34.4285
C 24.2086 16.2219 -35.8615
C 25.1637 16.4843 -33.5367
C 25.5323 15.7980 -32.2329
C 26.1325 14.4272 -32.5279
C 25.1640 13.5185 -33.3330
C 25.9926 12.3381 -33.8148
C 24.1115 12.9909 -32.3763
N 24.6094 14.2632 -34.4527
O 23.7544 13.4293 -35.2066
H 21.9923 15.4571 -34.4572
H 22.6028 16.9460 -33.7336
H 22.6261 15.4800 -32.8362
H 25.2441 16.3513 -36.1755
H 23.6382 17.1512 -35.8598
H 23.7291 15.5708 -36.5918
H 26.0845 16.7505 -34.0597
H 24.6454 17.4135 -33.2929
H 24.7188 15.7421 -31.5064
H 26.2870 16.4231 -31.7468
H 26.3491 13.9199 -31.5857
H 27.0672 14.5295 -33.0826
H 25.3555 11.6021 -34.3187
H 26.6805 12.6903 -34.5878
H 26.5266 11.7435 -33.0732
H 23.3192 12.4202 -32.8721
H 24.5407 12.1983 -31.7529
H 23.6686 13.7470 -31.7280
H 22.8566 13.6003 -34.8683
C 26.8927 4.1620 -29.7539
C 25.7381 3.5221 -30.4698
C 25.5956 2.0158 -30.2067
O 24.1695 1.8144 -30.3024
C 23.5522 2.9595 -30.0523
O 22.3873 3.1169 -29.8436
O 24.4730 3.9395 -29.9234
H 26.9888 5.2135 -30.0231
H 27.8321 3.6416 -29.9400
H 26.7028 4.1110 -28.6801
H 25.7102 3.7675 -31.5348
H 25.7688 1.7130 -29.1705
H 26.1103 1.3724 -30.9165
C 17.9578 5.5695 -30.3265
C 17.2198 5.5471 -31.6343
C 18.0976 5.2186 -32.8913
O 17.4094 4.1855 -33.5387
C 16.2469 3.9065 -32.9217
O 15.4133 3.1741 -33.3274
O 16.2558 4.5265 -31.7021
H 18.6250 6.4318 -30.2873
H 18.5526 4.6664 -30.1629
H 17.2852 5.6047 -29.4680
H 16.8504 6.5566 -31.8439
H 19.0935 4.8890 -32.5852
H 18.2013 6.1191 -33.4973
C 20.6680 6.0373 -28.0270
C 21.2655 6.2172 -26.6544
C 22.4720 5.2777 -26.3512
O 23.4432 6.1502 -25.7830
C 23.0418 7.4161 -25.9072
O 23.7707 8.3597 -25.8548
O 21.7526 7.5027 -26.2807
H 19.8620 6.7498 -28.2081
H 20.2174 5.0430 -28.0170
H 21.4093 6.0841 -28.8229
H 20.5119 5.8423 -25.9569
H 22.7589 4.7370 -27.2562
H 22.2417 4.5266 -25.5971
C 20.7375 14.0592 -29.8348
C 20.4289 13.0245 -30.8860
C 18.9378 12.7141 -31.1575
O 18.7433 12.7351 -32.5551
C 19.8282 13.2860 -33.1151
O 19.8981 13.5547 -34.2741
O 20.7785 13.5137 -32.2022
H 20.7165 13.6874 -28.8119
H 20.0622 14.9079 -29.9462
H 21.7536 14.4206 -30.0065
H 20.8965 12.0517 -30.7213
H 18.3410 13.4824 -30.6568
H 18.6718 11.7785 -30.6670
C 21.4313 11.6210 -24.7342
C 21.0244 11.6290 -26.1976
C 22.0413 11.0470 -27.1682
O 21.2661 10.2144 -28.0087
C 20.0074 10.1084 -27.5476
O 19.0862 9.5966 -28.1006
O 19.9117 10.7359 -26.3541
H 22.3368 12.2215 -24.6307
H 21.5877 10.6107 -24.3642
H 20.6525 12.0916 -24.1342
H 20.7996 12.6234 -26.5900
H 22.8918 10.5010 -26.7577
H 22.4137 11.8927 -27.7527

---

[2]
16
Properties=species:S:1:pos:R:3 method="wB97M-V/def2-TZVPD" energy_ha=-522.9389 spin_multiplicity=3 largest_force_ha_per_bohr=0.1062 lumo_ev="0.9 / -2.1" charge=0 homo_lumo_gap_ev="5.5 / 7.5" homo_energy_ev="-4.6 / -9.7"
C -1.7633 1.2206 1.3376
C -0.4846 0.8645 1.1519
C -0.4589 -1.9277 -0.1747
C 2.3764 0.2651 -0.7265
O -1.1163 0.6308 -1.5427
Si -0.1592 -0.0476 -0.4564
H -2.0162 1.7193 2.2053
H -2.5529 0.8589 0.6278
H 0.3185 0.9478 1.9118
H 0.2200 -2.4401 -0.7989
H -0.3664 -2.3074 0.8842
H -1.4650 -2.1026 -0.6202
H 2.8219 1.1003 -0.1340
H 2.7194 -0.5278 -0.0875
H 2.8311 0.2326 -1.6832
H -0.9045 1.5132 -1.8943

---

[3]
53
Properties=species:S:1:pos:R:3 method="wB97M-V/def2-TZVPD" energy_ha=-1225.7373 largest_force_ha_per_bohr=0.3015 lumo_ev=0.4 charge=0 homo_lumo_gap_ev=7.3 homo_energy_ev=-7.0
O -2.6242 -0.3285 1.7285
C -2.3986 0.6328 0.9059
N -3.4052 1.3917 0.2873
C -4.9061 0.9626 0.3587
C -5.5467 0.2137 1.4613
C -5.5087 -0.5104 0.4104
H -6.4309 -0.7697 -0.0475
H -4.7354 -1.1862 0.2318
H -6.5977 0.7701 1.8246
H -4.8713 0.0914 2.4156
H -5.5983 1.9368 -0.1320
H -3.3980 2.1438 -0.4104
C -1.1871 1.0105 0.4504
C -0.1140 1.0667 1.3573
C 1.2176 1.4688 0.8472
C 2.1330 0.3157 0.9852
C 1.9819 -1.1509 1.0078
N 3.0679 -1.7520 0.8812
C 4.2448 -0.7255 0.5451
C 5.4652 -1.0254 0.5345
C 6.2773 0.0139 0.1814
C 5.7026 1.4165 0.4792
C 4.4731 1.6804 0.5662
C 3.5483 0.5319 0.8216
H 4.1060 2.7502 0.3177
H 6.5895 2.1726 0.2068
H 7.3935 -0.3162 0.1202
H 5.9194 -1.9189 0.3554
H 3.0944 -2.7370 0.9421
H 1.0532 -1.5357 1.2116
C 1.1875 2.4589 -0.3514
C 0.0558 1.8370 -1.3815
O 0.4621 0.6379 -1.6978
C -0.5140 -0.1389 -2.6320
C -1.3984 -1.1272 -1.9121
H -2.0780 -1.2108 -2.5857
H -1.8578 -0.5910 -1.2503
C -0.5162 -2.2077 -1.1478
H 0.4093 -1.7835 -1.0202
C -1.2932 -2.9120 -0.1945
H -0.6532 -4.1183 -0.1100
O -1.0903 -2.4424 1.2326
H -1.6537 -1.8196 1.2173
H -2.3009 -3.2920 -0.4622
H -0.3952 -2.8326 -2.3213
H -0.9618 0.6933 -3.0915
H 0.1961 -0.6043 -3.3409
O -1.0503 1.7390 -0.5950
H -0.0046 2.6574 -2.2053
H 0.8155 3.4502 0.0041
H 2.1563 2.3583 -0.8717
H 1.5992 2.1695 1.7468
H -0.0595 0.4648 2.1253

---

[4]
11
Properties=species:S:1:pos:R:3 method="wB97M-V/def2-TZVPD" energy_ha=-322.4626 largest_force_ha_per_bohr=0.1174 lumo_ev=0.8 charge=0 homo_lumo_gap_ev=11.1 homo_energy_ev=-10.2
O -1.9446 -0.6952 0.0594
C -0.9876 -0.0476 -0.0300
O -0.8050 1.3065 0.1671
C 0.4124 -0.7029 -0.4965
C 1.4493 -0.4955 0.6562
N 1.5308 0.4973 -0.3895
H 0.1371 1.5360 -0.3236
H 0.2710 -1.6937 -1.0282
H 2.3191 -1.0178 1.0225
H 1.1608 -0.0425 1.5482
H 2.1492 0.3228 -1.0832

---

[5]
65
Properties=species:S:1:pos:R:3 method="wB97M-V/def2-TZVPD" energy_ha=-2607.9719 largest_force_ha_per_bohr=0.0160 lumo_ev=-0.1 charge=0 homo_lumo_gap_ev=8.0 homo_energy_ev=-8.2
In 0.6150 -0.3249 -1.1019
C 3.9224 -0.5755 -0.6020
N 2.8043 -1.1212 0.1687
C 2.9449 -2.5683 0.3062
C 2.6725 -0.4740 1.4810
C 1.2076 -0.1296 1.7647
N 0.7014 0.7384 0.7173
C 0.8484 2.0886 0.7662
C 1.1494 2.7977 -0.4039
F 1.3215 2.0679 -1.5466
C 1.2490 4.1685 -0.4628
F 1.5339 4.7537 -1.6310
C 1.0646 4.9381 0.6677
C 0.7717 4.2709 1.8430
F 0.5540 4.9779 2.9586
C 0.6595 2.8977 1.9015
F 0.3092 2.3398 3.0737
H 4.8843 -0.7355 -0.0992
H 3.7779 0.4963 -0.7490
H 3.9525 -1.0511 -1.5815
H 3.8769 -2.8311 0.8236
H 2.9579 -3.0352 -0.6788
H 2.1057 -2.9698 0.8734
H 3.2378 0.4599 1.4795
H 3.0748 -1.1099 2.2778
H 1.1359 0.3199 2.7525
H 0.6131 -1.0511 1.7711
H 1.1288 6.0151 0.6321
F 1.0102 -5.8787 -4.3333
C 1.2235 -4.5777 -4.0519
F 0.7775 -3.8693 -5.0975
F 2.5605 -4.4085 -3.9803
C 0.5532 -4.1957 -2.7603
C -0.1758 -5.1337 -2.0589
C -0.7655 -4.7918 -0.8462
C -0.5844 -3.5105 -0.3787
N 0.1170 -2.5976 -1.0491
C 0.6806 -2.8888 -2.2390
S 1.5214 -1.6099 -3.0338
H -0.2822 -6.1337 -2.4559
H -1.3416 -5.5114 -0.2841
H -1.0090 -3.1828 0.5628
C -2.6053 2.7803 3.5744
C -2.5828 2.1529 2.2065
C -2.3224 2.9182 1.0760
C -2.2775 2.3500 -0.1897
C -2.0417 3.1882 -1.4193
C -2.5054 0.9798 -0.3214
C -2.8397 0.2021 0.7864
C -3.2338 -1.2415 0.6126
C -2.8543 0.7998 2.0412
C -2.4041 0.3361 -1.6778
O -3.3668 0.2032 -2.3997
O -1.2056 -0.1017 -2.0055
H -1.9792 3.6715 3.6069
H -2.2459 2.0800 4.3285
H -3.6222 3.0714 3.8482
H -2.1498 3.9847 1.1841
H -1.7810 4.2126 -1.1559
H -2.9426 3.2044 -2.0357
H -1.2458 2.7647 -2.0353
H -2.6403 -1.7308 -0.1612
H -4.2732 -1.2917 0.2819
H -3.1443 -1.7946 1.5479
H -3.0969 0.1971 2.9114